{
  "formula": "C9H17N3O3",
  "method": "wB97M-V/def2-TZVPD",
  "symbols": ["O", "C", "C", "C", "N", "N", "H", "H", "H", "H", "C", "C", "N", "C", "C", "C", "H", "H", "H", "H", "H", "H", "H", "H", "H", "H", "H", "H", "H", "O", "C", "O"],
  "xyz": [[-2.138, 1.821, -0.112], [-1.735, 2.076, 0.993], [-1.821, 3.206, 1.975], [-1.069, 2.665, 3.195], [-0.532, 1.521, 3.018], [-0.680, 1.088, 1.765], [-2.876, 3.134, 2.256], [-1.620, 4.224, 1.502], [-0.954, 3.264, 4.125], [-0.564, 0.042, 1.663], [1.149, -3.012, 0.486], [0.144, -2.250, -0.459], [0.400, -0.804, -0.473], [1.502, -0.282, -1.227], [1.833, 1.065, -0.513], [1.226, -0.165, -2.742], [2.101, -2.768, 0.037], [1.162, -2.685, 1.535], [0.912, -4.043, 0.437], [-0.897, -2.457, -0.114], [0.268, -2.714, -1.527], [-0.413, -0.314, -0.893], [2.370, -1.053, -1.081], [0.952, 1.502, 0.002], [2.490, 0.678, 0.252], [2.175, 1.845, -1.202], [0.645, -0.940, -3.137], [2.182, 0.019, -3.310], [0.735, 0.798, -2.850], [-5.113, 1.185, -0.070], [-4.894, 0.571, -1.039], [-4.671, -0.106, -1.942]],
  "max_force_ha_per_bohr": 0.0831,
  "smiles": "O=C1CC=NN1.CCNC(C)C.O=C=O",
  "homo_energy_ev": -8.616,
  "relative_energy_kcal_mol": 34.48,
  "orbital_gap_ev": 9.18,
  "e_lumo_ev": 0.56
}

{
  "formula": "C9H17N9O2PdSSe2",
  "method": "wB97M-V/def2-TZVPD",
  "symbols": ["Pd", "O", "C", "C", "C", "O", "C", "Se", "C", "Se", "H", "H", "H", "H", "H", "H", "H", "H", "H", "H", "N", "C", "N", "N", "N", "N", "C", "N", "N", "N", "N", "H", "C", "S", "C", "H", "H", "H", "H", "H", "H"],
  "xyz": [[0.922, 0.265, -0.194], [-2.782, 0.871, -2.904], [-2.575, 1.325, -1.554], [-3.002, 0.280, -0.526], [-4.532, 0.128, -0.612], [-5.011, -0.335, -1.872], [-2.696, 0.776, 0.887], [-0.847, 1.317, 1.349], [-2.365, -1.097, -0.777], [-0.611, -1.172, -1.669], [-2.065, 0.222, -3.041], [-3.169, 2.234, -1.420], [-1.532, 1.584, -1.405], [-4.983, 1.100, -0.373], [-4.868, -0.589, 0.144], [-4.384, 0.008, -2.532], [-3.001, 0.000, 1.592], [-3.305, 1.661, 1.097], [-3.025, -1.687, -1.410], [-2.266, -1.620, 0.176], [4.459, 1.026, -0.659], [3.920, -0.022, -1.398], [4.683, -0.908, -2.013], [3.800, -1.732, -2.621], [2.590, -1.343, -2.387], [2.625, -0.232, -1.610], [3.786, 1.663, 0.377], [4.436, 2.280, 1.350], [3.453, 2.792, 2.125], [2.296, 2.520, 1.620], [2.465, 1.794, 0.485], [5.440, 0.905, -0.470], [0.837, -2.587, 1.483], [2.136, -1.338, 1.412], [1.888, -0.538, 3.005], [1.073, -3.345, 2.234], [0.780, -3.030, 0.491], [-0.109, -2.096, 1.702], [0.835, -0.287, 3.121], [2.459, 0.391, 2.986], [2.244, -1.183, 3.811]],
  "max_force_ha_per_bohr": 0.0101,
  "charge": -2,
  "homo_energy_ev": [-0.810, -1.711],
  "relative_energy_kcal_mol": 0.00,
  "orbital_gap_ev": [5.50, 6.34],
  "e_lumo_ev": [4.69, 4.63],
  "s2": 2.01,
  "spin_multiplicity": 3
}

{
  "formula": "C9H17NO2",
  "method": "wB97M-V/def2-TZVPD",
  "symbols": ["C", "N", "C", "C", "C", "C", "C", "C", "C", "O", "C", "O", "H", "H", "H", "H", "H", "H", "H", "H", "H", "H", "H", "H", "H", "H", "H", "H", "H"],
  "xyz": [[-2.785, 0.962, 1.483], [-1.349, 1.229, 1.708], [-0.633, 0.063, 2.005], [-0.579, -1.028, 0.907], [0.021, -0.470, -0.356], [-0.522, 0.868, -0.662], [-0.712, 1.859, 0.565], [1.610, -0.221, -0.168], [2.196, -1.169, -1.252], [3.381, -0.652, -1.688], [1.058, -1.314, -2.279], [-0.078, -1.375, -1.415], [-3.274, 1.906, 0.888], [-2.860, 0.105, 0.783], [-3.290, 0.928, 2.522], [-1.214, -0.347, 2.863], [0.360, 0.361, 2.432], [0.081, -1.830, 1.350], [-1.533, -1.456, 0.674], [0.189, 1.403, -1.411], [-1.536, 0.892, -1.217], [-1.165, 2.801, 0.278], [0.435, 2.047, 0.932], [1.916, 0.786, -0.543], [2.066, -0.248, 0.805], [2.382, -2.160, -0.821], [3.691, -1.288, -2.498], [1.024, -2.239, -2.900], [1.120, -0.412, -2.981]],
  "max_force_ha_per_bohr": 0.1004,
  "smiles": "CN1CCC2(CC1)C[C@H](O)CO2",
  "homo_energy_ev": -8.410,
  "relative_energy_kcal_mol": 61.96,
  "orbital_gap_ev": 9.09,
  "e_lumo_ev": 0.68
}

{
  "formula": "C9H17NOPPd",
  "method": "wB97M-V/def2-TZVPD",
  "symbols": ["C", "C", "C", "C", "C", "Pd", "P", "H", "H", "H", "H", "H", "H", "H", "H", "C", "N", "C", "C", "C", "O", "H", "H", "H", "H", "H", "H", "H", "H", "H"],
  "xyz": [[0.916, 0.653, -3.055], [0.371, 0.142, -4.213], [-0.087, -1.112, -4.095], [-0.117, -1.879, -2.959], [0.458, -1.198, -1.873], [-0.989, -0.057, -2.647], [0.197, 2.206, -0.963], [1.391, 1.706, -3.332], [0.051, 0.698, -5.144], [-0.703, -1.441, -4.834], [0.616, -1.917, -0.983], [-0.502, -2.891, -3.037], [-0.792, 2.869, -0.168], [0.592, 3.354, -1.666], [1.274, 2.115, -0.050], [-0.239, -0.069, 4.032], [0.156, -0.536, 2.716], [1.272, -1.447, 2.577], [-0.407, -0.037, 1.594], [-1.596, 0.859, 1.698], [0.140, -0.343, 0.498], [0.405, -0.556, 4.764], [-1.286, -0.323, 4.228], [-0.129, 1.020, 4.116], [0.961, -2.350, 2.035], [2.104, -0.987, 2.025], [1.601, -1.716, 3.582], [-1.286, 1.826, 2.120], [-2.013, 1.014, 0.695], [-2.359, 0.400, 2.341]],
  "max_force_ha_per_bohr": 0.1501,
  "charge": 1,
  "homo_energy_ev": [-10.713, -12.162],
  "orbital_gap_ev": [6.83, 6.31],
  "e_lumo_ev": [-3.89, -5.85],
  "s2": 6.02,
  "spin_multiplicity": 5
}